DFT (ωB97M-V/def2-TZVPD) results for an isolated molecule of C6H13NO3.

Structure (XYZ):
```
23
Properties=species:S:1:pos:R:3:forces:R:3
C -0.113 -1.849 1.542 0.48 -0.34 0.67
C -0.566 -1.301 0.135 0.28 -0.02 1.78
N 0.590 -1.307 -0.768 1.45 -1.72 0.25
C 1.642 -0.374 -0.309 -1.18 1.16 2.57
C 0.980 1.008 -0.515 1.03 0.55 -1.41
O 0.532 0.936 -1.903 0.27 0.28 1.12
C -0.199 1.254 0.437 -0.24 -0.35 -1.55
O 0.419 1.315 1.666 1.23 -0.52 1.41
C -1.240 0.088 0.228 1.32 1.04 0.22
O -2.116 0.383 -0.829 -0.18 -0.15 -0.07
H -0.928 -2.045 2.281 0.25 0.15 -0.89
H 0.584 -1.156 2.097 -0.66 -0.76 -0.79
H 0.424 -2.843 1.384 -0.63 1.24 0.23
H -1.319 -1.990 -0.220 -0.14 -0.13 -0.44
H 1.006 -2.269 -0.746 -0.72 1.16 -0.29
H 2.585 -0.462 -0.851 -0.34 -0.09 -0.09
H 1.812 -0.378 0.820 0.27 -0.59 -1.48
H 1.770 1.782 -0.307 -0.85 -0.42 -0.69
H 0.511 -0.060 -1.953 -0.43 0.65 -0.74
H -0.694 2.239 0.311 0.01 -0.59 -0.81
H -0.173 1.351 2.407 -0.68 0.09 0.33
H -1.804 0.170 1.132 -0.83 -0.59 0.66
H -1.621 0.778 -1.557 0.29 -0.06 0.00
```
Forces are in eV/Å.

As for the HOMO energy: -9.56 eV. The calculation puts the calculated total energy at -14064.3848 eV.


DFT (ωB97M-V/def2-TZVPD) results for a cluster of 4 separate species, C6H13NO3 in total.

Structure (XYZ):
```
23
Properties=species:S:1:pos:R:3:forces:R:3
C -0.881 1.861 -1.782 -0.67 3.29 -1.90
C -0.058 1.688 -0.776 0.20 -1.10 1.78
C -0.009 0.555 0.173 0.21 -1.58 0.07
C 1.008 0.101 1.052 -1.62 -0.12 -0.82
C 0.400 -0.885 1.887 -1.26 1.39 -0.81
C -0.991 -0.892 1.662 2.30 -0.03 -1.65
N -1.206 -0.125 0.492 4.29 -0.18 3.30
H -1.353 1.164 -2.415 -0.68 -1.53 0.18
H -1.162 2.894 -2.227 1.23 -1.50 0.96
H 0.526 2.448 -0.300 0.19 1.09 -0.50
H 2.047 0.424 1.176 -0.61 -0.04 -0.50
H 1.007 -1.481 2.516 -0.12 -0.38 1.01
H -1.708 -1.441 2.240 -0.51 -0.10 -0.45
H -1.978 -0.065 -0.061 -2.67 0.36 -1.27
O 0.963 -3.198 -1.060 -1.95 -0.88 2.29
H 0.718 -2.269 -1.264 0.25 -1.19 0.56
H 0.380 -3.536 -0.273 1.57 1.29 -2.28
O -1.052 2.624 1.859 -2.66 5.96 2.80
H -0.729 3.006 1.099 1.08 0.67 -2.43
H -0.917 1.769 1.939 1.31 -6.27 0.12
O 1.658 -1.250 -2.580 1.02 0.68 0.56
H 0.856 -1.364 -3.046 -1.26 -0.34 -1.26
H 1.392 -0.653 -1.876 0.35 0.51 0.25
```
Forces are in eV/Å.

As for the HOMO energy: -8.61 eV. The calculation puts the calculated total energy at -14062.6720 eV.


DFT (ωB97M-V/def2-TZVPD) results for a structure of composition C6H13NO3.

Structure (XYZ):
```
23
Properties=species:S:1:pos:R:3:forces:R:3
C -1.047 0.406 0.164 0.64 -3.16 -3.13
C -0.285 -0.801 -1.333 -2.02 1.20 1.23
C 0.781 -0.578 1.430 -0.23 0.33 0.69
C 1.002 -0.363 -1.968 0.11 0.15 0.24
C -0.395 -2.244 -0.945 0.05 -0.36 -0.25
N 0.164 0.535 0.729 0.86 3.41 3.10
C -0.043 2.004 2.027 2.15 0.29 -1.07
O -1.583 1.459 -0.485 0.11 0.89 0.21
O -0.638 3.072 1.345 0.24 -0.58 0.44
O 0.717 2.253 2.927 -1.13 -1.08 -0.81
H -1.189 2.287 -0.122 -0.25 -0.49 -0.35
H -0.201 3.886 1.669 -0.25 -0.35 0.05
H -1.814 -0.211 0.644 0.07 -0.23 -0.04
H -1.137 -0.488 -1.937 0.06 -0.15 -0.16
H 1.598 -0.984 0.834 -0.32 -0.18 -0.23
H 0.061 -1.332 1.765 0.13 -0.13 -0.27
H 1.276 -0.206 2.330 -0.14 0.24 -0.05
H 1.875 -0.636 -1.372 0.01 0.05 0.05
H -1.296 -2.446 -0.362 0.10 0.01 0.05
H 1.018 0.714 -2.139 0.01 -0.03 0.02
H 1.120 -0.860 -2.942 -0.11 0.07 0.14
H -0.467 -2.864 -1.851 0.01 0.06 0.08
H 0.483 -2.604 -0.406 -0.10 0.04 0.09
```
Forces are in eV/Å.

As for the HOMO energy (spin up / spin down): -7.66 / -7.66 eV. The calculation puts the calculated total energy at -14061.5184 eV.


DFT (ωB97M-V/def2-TZVPD) results for a cluster of 2 separate species, C6H13NO3 in total.

Structure (XYZ):
```
23
Properties=species:S:1:pos:R:3:forces:R:3
C -2.983 0.251 -0.054 -0.17 0.11 -0.09
C -1.505 0.186 0.304 0.13 -0.08 -0.21
O -1.300 0.137 1.712 0.02 0.10 0.06
C -0.815 -0.971 -0.388 -0.31 -0.38 0.33
C -0.261 -0.796 -1.777 0.25 0.12 -0.19
C 0.669 -0.956 -0.605 0.44 -0.26 0.04
N 1.454 0.156 -0.119 2.07 -1.56 0.95
C 2.497 -0.187 1.117 -2.55 -2.61 -0.79
O 3.150 -1.216 1.153 -1.49 3.12 -1.04
H -3.461 1.114 0.430 0.11 -0.26 -0.08
H -3.104 0.353 -1.141 0.01 -0.06 0.27
H -3.502 -0.666 0.263 0.12 0.21 -0.06
H -1.027 1.127 -0.006 -0.13 -0.18 0.07
H -1.717 -0.657 2.063 -0.02 -0.03 -0.05
H -1.242 -1.949 -0.150 -0.04 0.25 -0.09
H -0.333 -1.621 -2.485 0.00 0.29 0.15
H -0.332 0.198 -2.222 -0.05 -0.21 0.08
H 1.178 -1.922 -0.557 -0.05 0.43 0.12
H 1.054 1.027 -0.460 0.29 0.09 1.14
H 2.094 0.263 2.047 0.85 0.73 -0.58
O 3.579 1.912 0.287 -4.17 -0.53 -2.22
H 2.626 1.650 -0.368 4.63 1.20 2.96
H 3.281 2.567 0.956 0.07 -0.50 -0.76
```
Forces are in eV/Å.

As for the HOMO energy: -8.74 eV. The calculation puts the calculated total energy at -14061.9182 eV.


DFT (ωB97M-V/def2-TZVPD) results for an isolated molecule of C6H13NO4.

Structure (XYZ):
```
24
Properties=species:S:1:pos:R:3:forces:R:3
C 2.541 -0.790 -0.180 4.07 2.03 -0.06
C 1.134 -0.346 0.287 1.01 -2.60 -4.05
N 0.231 -1.531 0.043 0.62 0.83 -2.99
C -1.140 -1.123 0.247 -1.02 -3.66 3.45
O -1.950 -1.645 -0.786 0.06 -3.05 1.34
C -1.634 0.238 0.415 -1.64 1.90 5.10
O -1.210 0.928 1.714 -1.94 -1.17 1.05
C -0.999 0.899 -0.605 4.20 4.47 -6.63
O -1.286 2.250 -1.206 2.07 1.40 2.19
C 0.680 0.926 -0.478 -2.67 -2.21 0.79
O 1.167 1.975 0.331 0.68 1.02 -3.46
H 3.145 -1.354 0.773 -1.64 1.15 -3.25
H 2.695 -1.196 -1.281 -0.84 -0.10 2.52
H 3.236 0.247 -0.409 -1.89 -2.56 1.21
H 1.290 -0.264 1.319 -0.60 0.84 1.62
H 0.325 -1.864 -1.050 -0.29 1.36 3.48
H -1.492 -1.559 1.313 0.73 0.22 -2.02
H -1.967 -2.591 -0.434 -0.52 1.42 -1.57
H -2.720 0.075 0.413 0.24 0.77 -0.17
H -1.869 0.830 2.520 1.82 -0.03 -2.88
H -1.231 0.289 -1.523 0.52 0.33 0.79
H -0.523 2.975 -0.939 -2.80 -3.09 -0.50
H 0.871 0.895 -1.575 1.03 0.60 1.05
H 0.705 1.738 1.090 -1.20 0.14 2.96
```
Forces are in eV/Å.

As for the HOMO energy: -9.28 eV. The calculation puts the calculated total energy at -16107.9511 eV.


DFT (ωB97M-V/def2-TZVPD) results for a cluster of 2 separate species, C6H13NOSi in total.

Structure (XYZ):
```
22
Properties=species:S:1:pos:R:3:forces:R:3
C 1.054 1.501 1.595 1.04 3.09 -0.69
Si 2.106 0.412 0.543 -0.86 0.14 -1.51
C 2.299 1.140 -1.198 0.14 1.34 1.63
O 2.643 -0.962 0.902 0.29 -0.34 0.21
H 0.628 1.048 2.460 -0.10 -0.34 0.68
H 1.776 2.439 1.936 -2.01 -2.19 -0.80
H 0.209 1.899 0.929 1.31 -0.33 0.97
H 2.407 0.467 -1.971 0.14 -2.29 -1.33
H 1.380 1.682 -1.491 0.79 0.46 0.43
H 3.277 1.661 -1.276 -0.85 0.56 0.18
C -3.012 -1.092 0.215 -0.99 0.31 -0.76
C -1.701 -0.337 0.389 1.90 -1.27 1.70
C -0.797 -0.312 -0.816 -3.08 0.93 -2.78
C -0.078 -1.381 -1.063 2.39 -0.38 1.13
N 0.731 -2.267 -1.003 -2.03 -0.99 -1.11
H -3.642 -0.580 -0.528 0.23 0.42 0.14
H -3.086 -2.096 -0.194 1.18 -0.36 0.17
H -3.626 -1.122 1.095 -0.09 0.18 0.76
H -1.009 -0.627 1.280 -1.43 -0.42 -1.27
H -1.892 0.656 0.698 -0.65 1.28 -0.04
H -1.343 0.099 -1.780 1.45 -0.35 1.80
H 1.677 -2.228 -0.721 1.26 0.53 0.48
```
Forces are in eV/Å.

As for the HOMO energy: -8.81 eV. The calculation puts the calculated total energy at -17846.1252 eV.


DFT (ωB97M-V/def2-TZVPD) results for the ion C6H13O with charge -1.

Structure (XYZ):
```
20
Properties=species:S:1:pos:R:3:forces:R:3
C -1.409 -2.585 0.570 0.56 -0.39 0.15
C -1.307 -1.069 0.722 0.43 -0.50 0.41
C -0.063 -0.463 0.065 -0.28 -0.48 -0.13
C 1.248 -1.036 0.599 0.46 0.43 0.55
C -0.086 1.054 0.061 0.75 0.60 -1.06
C 0.943 1.739 -0.993 -1.22 -0.87 0.67
O 0.642 3.003 -1.226 0.33 0.38 -0.04
H -0.549 -3.048 1.067 -0.10 -0.01 0.05
H -1.355 -2.957 -0.458 -0.17 0.32 -0.14
H -2.301 -3.007 1.033 -0.13 0.07 0.01
H -2.211 -0.593 0.349 -0.05 0.21 -0.06
H -1.226 -0.881 1.799 -0.28 0.23 0.07
H -0.104 -0.846 -0.961 -0.05 0.48 -0.38
H 1.552 -1.976 0.147 -0.18 -0.28 0.00
H 2.053 -0.332 0.397 0.03 0.06 -0.21
H 1.269 -1.145 1.690 -0.26 -0.15 0.06
H 0.103 1.533 1.028 -0.13 -0.29 0.15
H -1.036 1.418 -0.337 -0.17 -0.03 0.26
H 0.791 1.039 -1.866 0.34 0.02 -0.27
H 1.970 1.506 -0.599 0.12 0.20 -0.10
```
Forces are in eV/Å.

As for the HOMO energy: -2.15 eV. The calculation puts the calculated total energy at -8479.7230 eV. The net charge is -1.


DFT (ωB97M-V/def2-TZVPD) results for a structure of composition C6H13O.

Structure (XYZ):
```
20
Properties=species:S:1:pos:R:3:forces:R:3
C 2.240 -1.371 -0.366 -0.61 1.10 -2.04
C -1.389 -0.053 1.373 -2.13 -1.83 0.26
C -1.384 -1.004 -0.967 2.90 2.71 -1.19
C 0.991 1.816 0.285 0.80 0.59 -1.63
C -1.041 0.228 -0.111 0.94 -1.40 1.38
C 0.394 0.615 -0.405 0.16 -0.10 -1.39
O 1.468 -0.691 0.322 0.64 -0.53 -0.78
H 3.066 -2.025 -0.042 -0.64 0.23 0.96
H 2.198 -1.307 -1.509 -0.20 0.04 1.33
H -0.838 -0.879 1.856 -0.11 0.10 -0.64
H -1.200 0.771 1.982 0.32 1.65 0.97
H -2.553 -0.299 1.578 2.67 0.57 -0.98
H -0.680 -1.786 -0.738 0.14 -0.44 0.05
H -2.299 -1.237 -0.621 -3.38 -1.42 0.19
H -1.276 -0.696 -2.035 -0.63 -0.71 0.65
H 1.170 1.493 1.313 -0.35 0.79 0.12
H 0.224 2.629 0.097 0.71 -0.79 0.88
H 1.967 2.252 -0.162 -1.53 -1.15 0.61
H -1.613 1.130 -0.313 -0.08 0.11 -0.78
H 0.556 0.415 -1.540 0.38 0.48 2.02
```
Forces are in eV/Å.

As for the HOMO energy: -15.66 eV. The calculation puts the calculated total energy at -8470.5798 eV. The net charge is +1.


DFT (ωB97M-V/def2-TZVPD) results for a cluster of 2 separate species, C6H13O2 in total.

Structure (XYZ):
```
21
Properties=species:S:1:pos:R:3:forces:R:3
C -0.514 2.229 -0.116 1.72 -1.62 -1.08
C -0.770 1.880 1.379 -2.04 -2.41 -3.17
C 1.096 2.068 -0.259 -3.22 0.88 -2.21
H -0.859 1.402 -0.876 -0.22 1.54 1.92
H -0.856 3.224 -0.497 0.29 -0.65 0.61
H -0.309 2.446 2.081 1.93 2.19 1.80
H -0.342 0.859 1.419 -0.69 0.34 0.48
H 1.524 1.915 0.635 1.47 0.54 3.84
H 1.381 1.107 -0.660 -0.20 0.05 -1.56
H -1.827 1.892 1.665 -0.04 -0.44 -0.22
H 1.409 2.991 -0.725 0.94 -0.29 -0.45
C 0.091 -2.023 0.410 1.09 -0.83 1.62
C 1.298 -1.477 1.274 -0.13 -1.59 -1.27
C -0.344 -1.272 -0.796 -3.93 2.51 -0.81
O -1.564 -0.753 -0.681 2.63 -1.27 0.02
O 0.352 -1.138 -1.809 0.97 -0.35 0.07
H 0.537 -2.991 0.093 -1.25 0.10 0.06
H -0.807 -2.031 1.080 0.84 -0.78 -0.69
H 0.882 -1.125 2.185 0.12 0.14 1.14
H 1.773 -0.656 0.788 0.56 0.56 -0.43
H 2.045 -2.333 1.386 -0.86 1.38 0.32
```
Forces are in eV/Å.

As for the HOMO energy: -3.75 eV. The calculation puts the calculated total energy at -10527.7064 eV. The net charge is -1.


DFT (ωB97M-V/def2-TZVPD) results for a cluster of 2 separate species, C6H13O2 in total.

Structure (XYZ):
```
21
Properties=species:S:1:pos:R:3:forces:R:3
C 1.608 -0.825 1.348 1.76 1.07 1.44
C 2.207 -1.187 2.748 -0.93 -1.44 -0.89
C 0.927 -1.983 0.680 -0.50 -1.37 0.56
C 0.775 0.464 1.480 -0.27 -0.31 -0.49
H 2.515 -0.584 0.774 -0.29 -0.01 -0.31
H 2.648 -2.188 2.641 0.26 0.19 0.27
H -0.065 -2.196 1.088 -0.30 0.60 -0.17
H 0.855 -1.878 -0.397 -0.19 0.19 -0.08
H 1.399 -2.959 0.895 0.54 0.40 -0.23
H 0.540 0.770 2.504 0.17 -0.37 0.13
H 1.322 1.286 1.030 -0.25 0.22 -0.20
H -0.173 0.327 0.956 0.06 0.40 -0.16
H 1.363 -1.314 3.421 -0.04 0.08 0.42
H 2.937 -0.516 3.189 -0.05 0.35 -0.25
C -1.927 1.044 -3.016 -0.09 0.35 0.95
C -1.420 0.946 -1.491 0.76 0.42 -2.56
O -1.963 0.079 -0.790 0.14 0.15 0.61
O -0.492 1.772 -1.301 -0.29 -0.43 1.00
H -2.059 2.116 -3.190 -0.67 -0.03 0.08
H -2.838 0.445 -3.089 0.02 0.22 -0.49
H -1.188 0.825 -3.793 0.14 -0.68 0.39
```
Forces are in eV/Å.

As for the HOMO energy: -3.77 eV. The calculation puts the calculated total energy at -10528.9640 eV. The net charge is -1.


DFT (ωB97M-V/def2-TZVPD) results for a cluster of 2 separate species, C6H13O2 in total.

Structure (XYZ):
```
21
Properties=species:S:1:pos:R:3:forces:R:3
C 0.371 -2.105 0.152 -0.11 0.64 -0.24
C 1.208 -2.087 -1.129 -1.12 -1.13 -0.18
C -0.620 -3.294 0.220 -0.40 -0.06 0.05
O -1.069 -3.567 1.356 0.19 0.00 0.06
O -0.948 -3.800 -0.880 0.19 -0.03 0.04
H 0.901 -1.965 1.097 0.26 -0.36 -0.11
H -0.281 -1.226 0.100 -0.15 -0.01 0.06
H 0.461 -2.156 -1.928 0.13 0.53 -0.08
H 1.674 -3.065 -1.287 0.69 0.30 0.33
H 1.858 -1.229 -1.264 0.28 0.03 0.04
C -0.833 2.409 0.618 0.04 0.24 0.32
C 0.177 1.438 1.242 -0.20 0.82 -0.42
C -0.454 2.816 -0.792 0.10 0.29 -0.50
H -1.857 2.035 0.652 0.08 -0.33 -0.17
H -0.858 3.296 1.263 -0.07 0.08 -0.11
H -0.267 0.979 2.121 0.34 -0.20 0.10
H 1.052 2.044 1.490 0.09 -0.26 0.34
H 0.431 3.459 -0.835 0.00 -0.03 0.25
H -0.209 1.956 -1.413 -0.12 -0.22 0.02
H 0.511 0.697 0.523 -0.18 -0.28 0.11
H -1.249 3.364 -1.307 -0.05 -0.02 0.11
```
Forces are in eV/Å.

As for the HOMO energy: -3.83 eV. The calculation puts the calculated total energy at -10529.1366 eV. The net charge is -1.


DFT (ωB97M-V/def2-TZVPD) results for a cluster of 2 separate species, C6H13O3P in total.

Structure (XYZ):
```
23
Properties=species:S:1:pos:R:3:forces:R:3
C 1.591 -2.115 0.555 1.08 -2.03 1.44
C 0.642 -1.692 -0.205 1.15 2.63 0.46
C -2.174 -0.839 -2.078 0.96 1.09 0.39
C 1.106 1.145 2.363 0.79 1.89 -0.93
C -0.696 -1.257 -2.137 0.85 1.24 -0.77
C -0.297 1.531 1.961 -2.12 1.75 -0.01
O -0.103 2.201 -1.995 1.58 -1.08 2.42
O -0.423 -1.812 -0.823 -1.52 -1.73 -0.98
O -0.416 2.069 0.629 0.89 -1.05 -1.52
P 0.525 1.575 -0.734 -2.38 0.71 0.34
H 2.090 -1.454 1.287 -0.12 -0.37 -0.93
H 1.856 -3.227 0.678 -0.52 1.53 -0.34
H -2.674 -1.350 -1.259 0.04 -0.30 -0.09
H -2.179 0.251 -1.788 -0.41 -0.99 -0.81
H -2.658 -1.107 -3.018 -0.12 0.57 0.13
H 1.036 1.237 3.443 0.97 -0.44 0.21
H 1.437 0.176 1.963 -0.56 0.23 0.59
H 1.858 1.885 1.889 -1.13 -0.83 1.30
H 0.061 -0.365 -2.244 -1.59 -1.62 -0.01
H -0.507 -2.008 -2.951 0.06 0.45 1.11
H -0.892 2.402 2.554 2.13 -1.83 -0.73
H -0.968 0.678 2.160 0.12 -0.02 -0.67
H 1.787 2.076 -0.250 -0.18 0.21 -0.59
```
Forces are in eV/Å.

As for the HOMO energy (spin up / spin down): -8.10 / -7.19 eV. The calculation puts the calculated total energy at -21858.7571 eV.


Energy relative to the best compared isomer or geometry (same formula, charge and spin) values, unit kcal/mol, following the record order: 51.76 91.25 117.86 108.64 111.78 91.58 5.02 32.20 46.08 17.08 13.10 145.82.
F_max values, unit eV/Å, following the record order: 3.06 7.10 4.69 5.63 9.03 4.25 1.64 4.14 4.74 2.71 1.60 3.09.